Record 1
{"formula": "C5H7N", "method": "ωB97M-V/def2-TZVPD", "spin_multiplicity": 1, "e_lumo_ev": [0.27, -0.35], "gap_ev": [8.7, 7.5], "relative_energy_kcal_mol": 146.1, "homo_ev": [-8.4, -7.9], "symbols": ["C", "C", "C", "C", "C", "N", "H", "H", "H", "H", "H", "H", "H"], "xyz": [[1.594719, -1.618886, 0.475354], [0.526177, -0.645436, 0.079863], [0.501802, 0.661716, -0.166413], [-0.582339, 1.182889, -0.907127], [-1.747382, 0.788462, -0.116833], [-1.648148, 2.124832, -0.343263], [2.586451, -1.172003, 0.578122], [1.649634, -2.396667, -0.298213], [1.336614, -2.129407, 1.411255], [-0.539509, 1.183958, -1.988850], [-1.750892, 0.410522, 0.904430], [-0.485218, -1.086084, -0.104103], [-1.441910, 2.696106, 0.475781]], "forces_ev_per_a": [[0.060, 0.082, 0.015], [-0.109, -0.010, -0.060], [0.867, -0.902, 0.205], [-0.719, 0.382, -0.174], [-1.015, 0.055, 0.070], [0.389, 0.513, 0.058], [-0.193, 0.059, -0.005], [0.027, 0.127, 0.153], [0.038, 0.110, -0.125], [-0.168, -0.004, 0.097], [-0.237, -0.207, -0.366], [0.768, -0.234, 0.177], [0.290, 0.029, -0.047]], "lowdin_charge": [-0.10, -0.21, 0.01, -0.32, -0.10, 0.05, 0.07, 0.08, 0.07, 0.13, 0.11, 0.10, 0.10]}



Record 2
{"formula": "C4H6N2O2", "method": "ωB97M-V/def2-TZVPD", "spin_multiplicity": 1, "e_lumo_ev": 0.45, "gap_ev": 8.1, "relative_energy_kcal_mol": 79.1, "homo_ev": -7.7, "symbols": ["C", "C", "O", "C", "N", "O", "C", "N", "H", "H", "H", "H", "H", "H"], "xyz": [[1.011800, -0.932606, 0.868774], [-0.101248, -0.516318, -0.054849], [-0.664848, -1.545869, -0.806721], [-0.189714, 0.726309, -0.634575], [-0.704251, 1.032794, -1.854290], [-0.118484, 1.773941, 0.245524], [-0.571363, 1.311737, 1.443242], [-0.768060, 1.416107, 2.579422], [0.599797, -1.497211, 1.708540], [1.534470, -0.072563, 1.280541], [1.724079, -1.572462, 0.340804], [-0.387704, -2.392860, -0.442760], [-0.667690, 1.995862, -2.155061], [-0.696783, 0.273137, -2.518590]], "forces_ev_per_a": [[-0.783, 0.147, 0.533], [0.745, 0.198, -1.659], [0.112, 0.043, -0.120], [-0.914, -2.431, 0.593], [-0.079, 0.042, 0.143], [-0.242, 0.028, 1.920], [1.273, 2.500, -0.937], [-0.358, -0.702, -0.225], [0.135, -0.035, 0.125], [0.088, -0.041, -0.017], [-0.014, 0.103, -0.122], [0.037, 0.091, -0.056], [-0.138, -0.302, -0.053], [0.140, 0.359, -0.126]], "lowdin_charge": [-0.04, -0.33, 0.02, -0.35, 0.17, 0.08, -0.31, 0.19, 0.09, 0.09, 0.09, 0.10, 0.12, 0.11]}



Record 3
{"formula": "C24H25N3O2S", "method": "ωB97M-V/def2-TZVPD", "spin_multiplicity": 1, "e_lumo_ev": 0.35, "gap_ev": 8.5, "relative_energy_kcal_mol": 30.3, "homo_ev": -8.2, "symbols": ["C", "C", "C", "C", "C", "C", "S", "C", "N", "C", "O", "C", "O", "C", "C", "C", "C", "C", "C", "C", "C", "C", "C", "C", "C", "N", "C", "C", "C", "N", "H", "H", "H", "H", "H", "H", "H", "H", "H", "H", "H", "H", "H", "H", "H", "H", "H", "H", "H", "H", "H", "H", "H", "H", "H"], "xyz": [[-4.998502, -2.291577, -0.481758], [-3.855103, -1.356322, -0.077851], [-3.262134, -1.833067, 1.259336], [-2.761883, -1.382728, -1.158770], [-1.799765, -0.272180, -0.909911], [-2.175460, 0.862162, -0.269020], [-0.871013, 2.004277, -0.097505], [0.190442, 0.925781, -0.911254], [1.524717, 1.233777, -1.086780], [2.088146, 2.316238, -0.476962], [1.411339, 3.172907, 0.048056], [3.612801, 2.277179, -0.445230], [4.040418, 1.365399, 0.550704], [3.731485, 0.033290, 0.305750], [4.465746, -0.699047, -0.592637], [4.145682, -2.041167, -0.844003], [3.085078, -2.629578, -0.215939], [2.304078, -1.905026, 0.708430], [1.185269, -2.475245, 1.350416], [0.431102, -1.744159, 2.224722], [0.762913, -0.409656, 2.505181], [1.847230, 0.171801, 1.910467], [2.635310, -0.554654, 0.993765], [-0.422448, -0.251877, -1.283804], [0.258295, -1.291100, -1.925181], [0.843796, -2.133201, -2.443556], [-3.558378, 1.143878, 0.225384], [-4.142035, 2.319755, -0.579369], [-3.513965, 1.538118, 1.713213], [-4.408516, -0.012181, -0.040963], [-4.619300, -3.290243, -0.681086], [-5.485982, -1.914010, -1.376505], [-5.737805, -2.354503, 0.313726], [-3.003124, -2.887491, 1.196272], [-2.361376, -1.273700, 1.499403], [-3.986085, -1.704653, 2.062188], [-3.226866, -1.245632, -2.138954], [-2.244240, -2.343336, -1.160724], [2.101869, 0.516385, -1.508458], [3.995361, 3.251609, -0.137504], [4.012305, 2.009364, -1.433647], [5.295975, -0.235444, -1.105729], [4.741139, -2.597849, -1.551105], [2.821146, -3.654191, -0.427277], [0.934824, -3.502910, 1.131694], [-0.421711, -2.192627, 2.713031], [0.157362, 0.156283, 3.197716], [2.115304, 1.194888, 2.128386], [-4.177278, 2.058130, -1.633217], [-3.528866, 3.207713, -0.451437], [-5.153068, 2.532445, -0.242124], [-3.086656, 0.741837, 2.316638], [-4.520231, 1.747077, 2.071682], [-2.907037, 2.431268, 1.840866], [-5.227025, 0.019756, 0.554752]], "forces_ev_per_a": [[0.262, 0.221, 0.008], [0.057, -0.483, -0.039], [-0.069, 0.103, -0.231], [-0.186, 0.071, 0.099], [-0.146, 0.267, 0.124], [0.386, -0.225, -0.200], [-0.540, -0.486, -0.135], [-0.137, -0.035, 0.054], [-0.277, -0.063, -0.325], [0.476, -0.072, -0.201], [0.230, 0.222, 0.107], [-0.057, 0.273, -0.090], [0.061, -0.419, 0.186], [0.225, -0.239, -0.203], [-0.067, 0.549, 0.281], [-0.232, -0.316, 0.058], [0.251, -0.030, -0.121], [0.182, 0.324, 0.068], [-0.171, 0.014, 0.128], [-0.010, -0.285, -0.089], [0.147, 0.230, -0.006], [-0.101, 0.084, 0.129], [0.115, -0.131, 0.011], [-0.212, 1.074, 0.487], [0.280, -0.398, -0.256], [0.174, -0.286, -0.232], [-0.110, 0.483, 0.080], [0.136, -0.178, 0.127], [0.000, -0.165, -0.211], [-0.193, 0.053, -0.088], [0.021, -0.155, 0.023], [-0.044, 0.027, -0.107], [-0.119, -0.037, 0.114], [0.065, -0.154, 0.030], [0.076, 0.033, 0.095], [-0.071, 0.008, 0.093], [-0.023, -0.092, -0.018], [-0.024, -0.071, 0.006], [0.048, 0.107, 0.102], [-0.148, -0.099, -0.142], [-0.007, 0.012, 0.125], [0.083, 0.083, -0.009], [0.021, -0.074, -0.067], [-0.033, -0.106, -0.054], [-0.040, -0.112, -0.021], [-0.065, -0.061, 0.011], [-0.033, 0.071, 0.059], [-0.017, 0.082, 0.032], [0.016, -0.020, -0.081], [0.014, 0.200, 0.011], [-0.153, 0.063, 0.058], [0.048, -0.061, 0.067], [-0.111, 0.065, 0.049], [0.025, 0.136, 0.112], [-0.005, -0.002, -0.011]], "lowdin_charge": [-0.04, -0.56, -0.03, -0.06, -0.20, -0.39, 1.20, -0.43, 0.12, -0.45, 0.02, -0.08, -0.04, -0.24, -0.01, -0.07, -0.05, -0.17, -0.03, -0.08, -0.07, -0.01, -0.10, -0.20, -0.18, 0.19, -0.57, -0.03, -0.03, 0.06, 0.08, 0.08, 0.08, 0.09, 0.06, 0.09, 0.14, 0.13, 0.15, 0.14, 0.13, 0.12, 0.11, 0.11, 0.12, 0.10, 0.11, 0.12, 0.09, 0.07, 0.08, 0.07, 0.08, 0.07, 0.13]}



Record 4
{"formula": "C20H50N10O15", "method": "ωB97M-V/def2-TZVPD", "spin_multiplicity": 1, "e_lumo_ev": 0.04, "gap_ev": 9.3, "relative_energy_kcal_mol": 64.8, "homo_ev": -9.3, "symbols": ["C", "N", "O", "O", "H", "H", "H", "C", "N", "O", "O", "H", "H", "H", "C", "N", "O", "O", "H", "H", "H", "C", "N", "O", "O", "H", "H", "H", "C", "N", "O", "O", "H", "H", "H", "C", "N", "C", "C", "O", "H", "H", "H", "H", "H", "H", "H", "C", "N", "C", "C", "O", "H", "H", "H", "H", "H", "H", "H", "C", "N", "C", "C", "O", "H", "H", "H", "H", "H", "H", "H", "C", "N", "C", "C", "O", "H", "H", "H", "H", "H", "H", "H", "C", "N", "C", "C", "O", "H", "H", "H", "H", "H", "H", "H"], "xyz": [[14.449402, 15.243590, 11.626911], [14.757906, 14.088079, 10.811875], [15.574454, 13.260218, 11.197094], [14.080132, 13.965872, 9.783312], [13.388152, 15.462718, 11.409693], [15.081586, 16.109065, 11.475986], [14.624722, 14.919187, 12.621078], [9.411101, 7.630922, 13.553292], [10.444733, 6.583714, 13.440641], [11.386291, 6.842095, 12.719236], [10.354192, 5.561462, 14.057669], [9.440798, 7.987743, 14.587579], [8.538525, 7.029244, 13.177016], [9.630769, 8.344711, 12.856574], [13.263909, 8.234313, 15.031751], [14.744970, 8.199910, 14.815369], [15.162638, 8.328480, 13.710243], [15.491383, 8.138603, 15.742781], [12.979301, 7.521834, 14.289401], [12.927696, 9.254335, 14.805454], [13.053296, 7.963914, 16.025314], [17.018323, 10.979585, 13.548745], [17.198154, 11.662408, 14.864596], [17.976859, 12.578672, 15.062945], [16.566178, 11.215611, 15.812903], [17.009111, 9.905953, 13.707149], [17.819029, 11.384870, 12.935331], [16.063970, 11.233284, 13.168075], [13.064285, 11.000435, 11.568215], [11.747955, 10.732162, 10.966556], [11.689501, 10.412143, 9.800297], [10.803880, 10.900231, 11.692077], [13.284305, 10.091884, 12.171710], [12.884384, 11.776262, 12.314805], [13.773110, 11.205621, 10.786358], [7.838346, 10.788599, 8.426719], [6.851577, 11.474657, 9.202145], [5.559761, 11.802833, 8.707354], [7.255971, 12.071600, 10.359939], [6.531161, 12.633791, 11.168706], [7.311617, 10.006517, 7.904784], [8.661664, 10.378131, 8.998236], [8.362874, 11.435039, 7.721393], [5.113598, 12.467965, 9.436800], [5.623197, 12.301083, 7.727514], [4.835557, 10.921373, 8.615438], [8.348243, 12.032656, 10.466563], [11.198993, 5.888478, 9.587061], [9.872584, 6.247609, 10.118356], [8.893392, 5.191421, 10.250672], [9.528287, 7.526503, 10.280433], [8.503501, 7.904514, 10.833286], [11.082637, 5.189810, 8.782688], [11.802137, 5.353154, 10.316391], [11.702330, 6.724027, 9.214108], [7.962007, 5.645952, 10.540673], [8.828481, 4.681034, 9.268009], [9.289031, 4.527734, 11.058635], [10.275150, 8.239830, 9.934031], [7.601965, 10.570443, 13.331879], [7.985989, 11.275111, 14.625707], [9.134744, 10.745332, 15.370452], [7.493256, 12.454527, 14.945386], [7.917139, 13.206223, 15.825027], [8.492484, 10.602746, 12.731211], [6.629445, 11.021445, 12.957118], [7.398672, 9.493867, 13.453163], [8.913568, 9.806089, 15.967494], [9.883088, 10.499209, 14.673698], [9.600340, 11.498234, 16.009459], [6.668630, 12.698387, 14.328894], [12.539916, 13.919521, 15.494536], [13.144452, 12.796916, 16.226060], [13.563900, 13.035579, 17.581140], [13.047678, 11.549370, 15.695799], [12.813075, 11.295440, 14.519306], [13.086911, 14.856571, 15.707866], [11.577293, 14.118077, 15.860336], [12.504758, 13.779852, 14.454240], [13.888098, 12.013722, 17.944702], [14.448496, 13.700946, 17.649795], [12.781507, 13.311534, 18.304210], [13.472933, 10.796389, 16.455033], [9.495275, 14.927118, 10.771468], [9.357427, 14.739710, 12.141337], [8.074500, 15.097540, 12.735370], [10.347387, 14.161536, 12.844589], [11.437268, 13.908909, 12.403965], [10.147613, 15.737696, 10.585472], [8.526272, 15.094643, 10.268765], [9.940896, 14.024576, 10.373771], [7.279265, 14.350662, 12.495241], [8.110357, 15.116806, 13.852087], [7.831951, 16.126386, 12.386612], [10.100383, 14.082774, 13.898016]], "forces_ev_per_a": [[-1.117, 0.712, 0.365], [-0.487, -1.312, -1.990], [-0.354, 0.706, -0.128], [1.070, 0.009, 1.043], [0.680, 0.023, 0.397], [0.277, -0.108, -0.648], [-0.176, -0.158, 1.052], [-1.295, -2.926, 1.075], [1.202, 0.750, -0.241], [0.588, 0.148, -0.574], [-0.614, -0.810, 0.694], [-0.531, -0.289, -0.286], [0.165, 1.205, 1.014], [0.561, 1.937, -1.504], [1.016, 0.417, -1.148], [-0.270, 1.011, 1.221], [-0.118, 0.098, -3.013], [0.458, -0.476, 2.255], [-1.007, -0.349, -0.298], [0.117, -0.323, -0.217], [-0.171, -0.501, 1.137], [1.230, 0.524, 0.314], [-0.097, -0.126, 2.455], [0.117, -0.079, -1.659], [-0.677, -0.475, -0.692], [0.365, 0.037, 0.146], [-0.130, -0.372, -0.236], [-0.953, 0.556, -0.325], [-0.125, -0.716, 1.185], [0.693, 0.615, -0.144], [-0.189, -0.326, -0.426], [-1.245, -0.266, 0.384], [0.180, 0.463, -0.613], [0.258, 0.139, -0.410], [0.257, 0.055, -0.095], [0.333, 0.066, -0.851], [0.796, 0.742, 1.781], [-1.664, -0.943, -0.666], [-0.254, 0.003, -0.292], [0.185, -0.055, -0.385], [0.201, -0.455, -0.355], [-0.286, -0.288, 0.628], [-0.362, 0.216, -0.430], [-0.120, 0.209, -0.057], [-0.023, -0.147, 0.228], [1.161, 0.883, 0.041], [0.095, -0.238, 0.326], [-1.409, -1.226, 0.847], [0.931, -0.045, -1.005], [1.252, -0.497, 0.395], [-0.142, 0.297, 0.583], [-0.312, 0.080, -0.365], [-0.255, -0.354, -0.710], [0.043, 0.278, 0.397], [0.775, 1.436, -0.329], [-0.381, -0.055, 0.068], [-0.171, -0.034, 0.712], [-0.730, -0.006, -0.724], [0.326, 0.193, -0.121], [-1.017, 0.441, 1.766], [0.620, -2.442, -0.529], [-0.727, -0.480, 0.696], [0.654, 1.073, 1.172], [-0.233, -0.397, -0.384], [-0.036, 0.452, -0.989], [1.713, -0.287, 0.072], [-0.004, 0.361, 0.585], [-0.118, 1.170, -0.559], [1.093, -0.506, -1.107], [-0.578, 0.019, 0.080], [-1.225, 0.627, -0.833], [1.735, 0.689, 1.307], [-1.194, 0.495, -0.928], [0.894, -2.030, 1.032], [2.125, 0.270, 0.668], [-0.540, -0.084, 0.943], [0.168, -0.524, -0.107], [-1.662, 0.023, 0.530], [0.061, -0.537, -1.316], [0.012, 1.164, -0.138], [-0.653, -0.238, -0.162], [-0.021, 0.397, -0.600], [-0.814, 0.450, -0.971], [-0.509, -0.719, -1.835], [-1.152, -0.570, 2.333], [-0.522, 0.096, 0.930], [-1.263, 1.336, 0.380], [1.586, -0.624, -0.804], [0.766, 1.026, -0.589], [0.409, -0.056, 0.395], [0.236, -0.119, -0.550], [0.556, 0.767, -0.272], [0.347, 0.031, -0.818], [-0.168, -0.760, 0.231], [-0.201, -0.363, 0.565]], "lowdin_charge": [0.03, -0.42, 0.05, 0.05, 0.10, 0.10, 0.08, 0.04, -0.45, 0.04, 0.08, 0.10, 0.13, 0.03, 0.07, -0.46, 0.05, 0.08, 0.07, 0.07, 0.09, 0.06, -0.42, 0.05, 0.03, 0.08, 0.10, 0.07, 0.04, -0.44, 0.06, 0.05, 0.11, 0.06, 0.09, -0.05, -0.19, -0.06, -0.31, -0.02, 0.09, 0.07, 0.09, 0.08, 0.09, 0.11, 0.13, -0.03, -0.19, -0.03, -0.35, -0.03, 0.08, 0.09, 0.07, 0.08, 0.10, 0.11, 0.12, 0.00, -0.14, -0.04, -0.38, -0.02, 0.05, 0.10, 0.08, 0.11, 0.05, 0.08, 0.11, -0.02, -0.17, -0.07, -0.31, -0.02, 0.10, 0.07, 0.04, 0.10, 0.10, 0.09, 0.15, -0.07, -0.19, -0.05, -0.33, 0.01, 0.08, 0.11, 0.09, 0.07, 0.09, 0.10, 0.13]}



Asked for molecular weight across the records above, the calculation gives 81.12, 114.10, 419.55, 670.68 g mol⁻¹ in order.
Asked for F_max across the records above, the calculation gives 1.27, 2.96, 1.20, 3.38 eV Å⁻¹ in order.
Asked for calculated total energy across the records above, the calculation gives -6782.1781, -11317.6121, -44695.1976, -67149.6319 eV in order.